Computed, not measured: a molecular structure, C31H26As2F5N2Sc, with ωB97M-V/def2-TZVPD.

## Properties
Spin multiplicity: 1
Lowest unoccupied orbital energy in eV: -0.2

Each line ends with the Löwdin charge.
CARTESIAN COORDINATES (ANGSTROEM)
C -2.606 1.194 3.277  -0.278
C -2.586 -3.783 -1.432  -0.044
C 1.335 0.272 -2.941  -0.135
H 3.955 -2.025 -5.950  0.118
H -0.710 1.343 5.353  0.093
C -3.326 2.243 -0.463  -0.051
H 2.679 -1.857 -3.834  0.115
N -1.535 -1.460 -0.408  0.005
C -2.780 -1.443 -0.924  -0.188
C -4.808 0.057 -1.200  -0.212
H 2.031 -2.674 2.465  0.023
H -4.308 -2.612 -1.884  0.108
F -0.498 3.174 1.975  0.036
C 0.715 0.355 -1.895  -0.090
H 0.160 -2.528 0.036  0.078
F -5.595 -0.990 -1.553  0.050
C -3.323 -2.615 -1.453  0.011
C 3.508 -0.019 -6.553  -0.236
H 2.905 2.008 -6.902  0.120
H -0.708 -4.681 -0.844  0.107
C -4.660 2.368 -0.801  -0.271
H 3.023 -2.612 0.995  0.027
C 1.651 0.397 3.107  -0.418
C 2.780 0.787 3.823  -0.102
H 4.215 0.479 1.246  0.024
H 3.618 -0.062 -0.341  0.029
N 4.843 -0.199 -8.771  0.150
C 2.142 1.259 -5.044  -0.017
C 0.235 2.447 1.105  -0.531
C 3.445 -1.108 -5.689  -0.029
C 2.072 0.172 -4.169  -0.250
H 1.292 2.052 6.587  0.106
H 3.543 1.691 5.611  0.105
H 3.576 -1.799 2.477  0.027
As 1.821 -0.409 1.332  1.125
C 2.853 1.166 -6.226  -0.024
C 4.252 -0.118 -7.788  -0.184
H -3.536 0.788 2.880  0.031
H -2.670 1.236 4.362  0.023
C -3.467 -0.126 -0.881  -0.138
C 1.397 1.582 5.618  -0.073
C 0.384 0.593 3.661  -0.421
H 3.109 1.504 0.294  0.021
H 1.631 2.177 -4.784  0.121
H -6.475 1.388 -1.427  0.133
H 3.767 0.638 3.404  0.092
C -5.430 1.287 -1.171  0.065
C -1.630 -1.509 3.833  -0.278
C 2.657 1.381 5.071  -0.073
As -1.197 -0.002 2.672  1.142
C 2.707 -2.058 1.876  -0.285
C 2.733 -1.012 -4.508  -0.025
F -5.242 3.581 -0.768  0.067
Sc -0.532 0.655 -0.127  0.660
C 3.366 0.485 0.566  -0.276
C -0.833 -2.595 -0.390  -0.134
H -0.880 -2.291 3.733  0.021
H -2.782 3.136 -0.178  0.103
H -1.642 -1.146 4.858  0.027
H -2.459 2.189 2.870  0.019
H -2.606 -1.913 3.572  0.028
F 1.470 2.979 1.151  0.047
C 0.269 1.183 4.917  -0.099
F -0.283 2.876 -0.211  -0.106
C -2.712 0.997 -0.489  -0.149
H -3.007 -4.690 -1.849  0.113
C -1.314 -3.788 -0.880  -0.052

Cartesian forces, eV/Å:
C -0.0074 -0.0233 0.0515
C -0.0158 -0.0330 -0.0155
C 0.1265 -0.0739 -0.1028
H 0.0036 -0.0141 0.0059
H 0.0142 0.0114 0.0056
C -0.0513 0.1458 0.0898
H 0.0009 0.0122 -0.0122
N 0.2382 0.2789 -0.1674
C -0.0248 0.0378 0.1015
C -0.0599 -0.0563 -0.0284
H -0.0133 -0.0132 0.0185
H 0.0085 0.0167 -0.0003
F 0.0273 0.1205 -0.0229
C 0.0994 -0.0257 -0.2160
H 0.0562 0.0188 -0.0107
F -0.0132 0.0218 0.0031
C -0.0474 -0.1059 -0.0268
C 0.1120 0.0069 -0.1949
H -0.0054 0.0165 -0.0007
H -0.0061 0.0064 0.0039
C 0.0129 0.0302 0.0198
H 0.0265 -0.0352 -0.0244
C 0.0431 0.0283 -0.0154
C -0.0512 0.0004 0.0331
H 0.0366 -0.0096 0.0150
H 0.0259 -0.0061 -0.0339
N -0.0303 0.0049 0.0602
C 0.0150 0.0243 -0.0343
C -0.0872 -0.2961 -0.1004
C 0.0012 -0.0704 0.0393
C -0.0657 0.0367 0.1046
H 0.0071 -0.0086 -0.0121
H -0.0168 -0.0044 -0.0065
H 0.0507 -0.0416 0.0363
As -0.0853 0.2621 0.0899
C -0.0317 0.0530 0.0131
C -0.1082 0.0080 0.1640
H -0.0525 0.0091 0.0032
H -0.0156 -0.0058 0.0340
C -0.0049 -0.1550 0.0092
C 0.0192 -0.0116 -0.0284
C -0.0377 0.0268 0.0412
H -0.0217 0.0246 0.0148
H 0.0114 -0.0200 -0.0082
H 0.0479 0.0017 0.0114
H 0.0180 0.0128 0.0027
C -0.0883 -0.0004 -0.0084
C -0.0521 -0.1274 -0.1836
C -0.0316 -0.0031 -0.0047
As 0.1104 0.3374 0.0579
C -0.0903 -0.0942 -0.0947
C 0.0240 -0.0328 -0.0229
F -0.0143 0.0014 -0.0008
Sc -0.1620 -0.4100 0.4919
C 0.0261 -0.0268 0.0086
C -0.0613 0.0635 0.0022
H 0.0194 -0.0195 0.0015
H -0.0114 0.0043 -0.0299
H -0.0181 -0.0352 0.0761
H 0.0357 0.0131 -0.0112
H -0.0181 -0.0170 -0.0057
F -0.0110 0.1183 -0.0180
C 0.0371 -0.0386 -0.0366
F 0.0092 0.1497 -0.0581
C 0.1718 -0.0602 -0.0753
H 0.0064 0.0203 0.0104
C -0.0305 -0.0492 -0.0081